Record 1
Computed, not measured: a molecular structure, C43H54F4N4OPbSSi, with wB97M-V/def2-TZVPD.

Its LUMO energy is -0.221 hartree. The calculation puts the HOMO energy at -12.2448 eV. The value obtained for the frontier orbital gap is 6.23 eV. Its spin multiplicity is 1. As for the total charge: +2.

Cartesian coordinates (Å):
Pb (0.06675, -0.58166, 0.64918)
C (-1.59065, -0.39011, 3.82184)
N (-0.22679, -0.44451, 3.30097)
C (0.53963, -1.47918, 3.99764)
C (0.44773, 0.85411, 3.43234)
C (-0.22543, 1.97911, 2.63301)
N (-0.81025, 1.46781, 1.39076)
C (-1.71107, 2.23696, 0.72936)
C (-2.59582, 1.64961, -0.19886)
F (-2.58849, 0.27537, -0.33896)
C (-3.51755, 2.34129, -0.95142)
F (-4.28594, 1.63178, -1.79878)
C (-3.66939, 3.69979, -0.82148)
C (-2.85076, 4.32166, 0.10988)
F (-2.96017, 5.63255, 0.28427)
C (-1.90692, 3.63651, 0.85011)
F (-1.12184, 4.35872, 1.66550)
H (-1.61139, -0.13988, 4.88961)
H (-2.07553, -1.36060, 3.69515)
H (-2.15934, 0.35975, 3.27280)
H (0.64224, -1.26280, 5.06753)
H (1.53510, -1.55624, 3.55806)
H (0.03944, -2.44230, 3.88715)
H (1.46993, 0.72196, 3.06581)
H (0.49948, 1.16012, 4.48522)
H (0.53435, 2.73781, 2.43572)
H (-0.99948, 2.44984, 3.24475)
H (-4.39489, 4.26159, -1.39020)
C (2.27411, -5.09667, -4.79655)
C (2.35905, -5.40255, -3.29619)
C (3.78327, -5.09219, -2.79463)
C (2.04860, -6.88723, -3.07155)
C (1.42098, -4.51993, -2.49310)
C (0.94566, -4.88896, -1.23450)
C (0.18080, -4.00336, -0.50202)
N (-0.19017, -2.79912, -0.94208)
C (0.23066, -2.43851, -2.16289)
C (1.04166, -3.25617, -2.94139)
C (-0.15332, -1.10102, -2.69652)
C (-0.52767, -0.98911, -4.03030)
C (-0.76259, 0.25724, -4.61004)
C (-0.61294, 1.35636, -3.76496)
C (-0.27978, 1.16965, -2.43853)
N (-0.05681, -0.02804, -1.89349)
C (-1.17722, 0.40894, -6.06332)
C (-0.53970, 1.65922, -6.68265)
C (-2.70979, 0.54199, -6.08720)
C (-0.75615, -0.80893, -6.89517)
H (2.86190, -5.82787, -5.34970)
H (2.67915, -4.11263, -5.03589)
H (1.24416, -5.15732, -5.15385)
H (4.51077, -5.62866, -3.40466)
H (3.90406, -5.40697, -1.75705)
H (3.99674, -4.02317, -2.86067)
H (2.67000, -7.49084, -3.73191)
H (1.00410, -7.10983, -3.29665)
H (2.26465, -7.19949, -2.05007)
H (1.17601, -5.85657, -0.81231)
H (-0.14761, -4.26935, 0.49793)
H (1.39523, -2.88007, -3.88988)
H (-0.62982, -1.89730, -4.60544)
H (-0.75691, 2.36445, -4.12744)
H (-0.17561, 2.02264, -1.77681)
H (-0.91490, 2.57996, -6.23607)
H (-0.77260, 1.69615, -7.74611)
H (0.54631, 1.63576, -6.57608)
H (-3.03459, 1.42953, -5.54184)
H (-3.18276, -0.33350, -5.63727)
H (-3.05914, 0.62648, -7.11661)
H (0.31679, -0.99011, -6.80294)
H (-0.97533, -0.62690, -7.94623)
H (-1.29524, -1.71187, -6.60604)
C (-4.11387, -1.80375, -1.56943)
Si (-4.22004, -1.61280, 0.26621)
C (-5.18270, -0.26342, 1.08612)
C (-3.51854, -3.00087, 1.28070)
H (-4.89060, -2.48418, -1.93174)
H (-3.14040, -2.21524, -1.84364)
H (-4.23692, -0.84415, -2.07335)
H (-5.54635, -0.55663, 2.07149)
H (-6.04640, 0.00966, 0.47476)
H (-4.57052, 0.63612, 1.20019)
H (-4.22598, -3.33301, 2.04416)
H (-2.59767, -2.70392, 1.78933)
H (-3.28619, -3.84880, 0.63558)
O (2.39824, -0.99553, 0.85116)
S (3.86547, -0.62530, 1.02551)
C (4.44778, -0.30430, -0.64505)
C (3.68654, -0.73813, -1.71627)
C (4.17208, -0.56041, -3.00370)
C (5.41007, 0.03430, -3.20155)
C (6.16338, 0.46480, -2.11624)
C (5.68720, 0.29238, -0.82706)
C (3.86645, 1.06302, 1.63330)
C (4.50262, 1.31493, 2.83935)
C (4.50017, 2.60810, 3.34450)
C (3.86836, 3.62269, 2.63948)
C (3.20948, 3.34874, 1.44541)
C (3.20756, 2.06299, 0.93136)
H (2.72682, -1.20480, -1.53148)
H (3.58929, -0.89541, -3.85243)
H (5.79492, 0.15234, -4.20549)
H (7.12840, 0.92564, -2.27619)
H (6.26942, 0.62257, 0.02516)
H (4.98498, 0.51033, 3.38117)
H (4.98394, 2.81989, 4.28812)
H (3.89220, 4.63367, 3.02346)
H (2.70206, 4.14273, 0.91304)
H (2.69895, 1.83414, 0.00083)

Record 2
Computed, not measured: a molecular structure, C43H55BGdN12OS4, with wB97M-V/def2-TZVPD.

Its LUMO energy (alpha / beta) is -0.118 / -0.133 hartree. The calculation puts the HOMO energy (alpha / beta) at -10.4240 / -10.4325 eV. The value obtained for the frontier orbital gap (alpha / beta) is 7.20 / 6.81 eV. Its spin multiplicity is 8. As for the total charge: +1.

Cartesian coordinates (Å):
Gd (-2.53552, -0.01602, 0.51865)
C (0.92278, -0.14362, 4.05285)
C (1.53698, 0.14878, 2.73375)
C (2.57318, 1.02708, 2.58105)
C (3.09258, 1.28018, 1.28565)
N (2.60198, 0.67418, 0.24045)
N (1.59858, -0.20302, 0.37125)
B (1.08428, -0.78832, -0.91835)
N (0.79278, -2.27062, -0.92215)
N (1.77258, -2.99772, -0.37245)
C (1.65108, -4.28732, -0.24445)
C (0.53428, -4.96492, -0.80185)
C (-0.47892, -4.24212, -1.36285)
C (-1.69382, -4.86902, -1.94765)
C (-0.38332, -2.81792, -1.33505)
S (-1.70012, -1.86262, -1.76765)
C (2.69928, -4.98922, 0.59395)
C (4.09578, -4.46442, 0.25325)
C (2.67188, -6.50882, 0.42305)
C (2.36198, -4.63522, 2.05305)
N (0.36138, 0.14848, -1.84035)
N (1.60798, -0.18102, -2.19125)
C (2.20498, 0.22168, -3.27435)
C (1.42658, 1.06608, -4.11615)
C (0.15918, 1.45418, -3.77865)
C (-0.66902, 2.32078, -4.64845)
C (-0.41692, 0.99998, -2.53275)
S (-1.92792, 1.46128, -2.01955)
C (3.63278, -0.14842, -3.56755)
C (4.44508, 1.15528, -3.49845)
C (4.14368, -1.14472, -2.52565)
C (3.73008, -0.75822, -4.97265)
C (1.01048, -0.48442, 1.56785)
S (-0.27642, -1.57572, 1.67985)
C (4.21828, 2.25798, 1.01975)
C (3.69168, 3.30778, 0.03145)
C (4.70088, 2.96898, 2.28305)
C (5.40028, 1.49668, 0.40625)
H (1.42178, 0.41848, 4.83575)
H (0.99098, -1.20832, 4.27005)
H (-0.13912, 0.11068, 4.03405)
H (2.98678, 1.52938, 3.43955)
H (0.47488, -6.04082, -0.77765)
H (-1.62852, -5.95252, -1.91695)
H (-1.81992, -4.53892, -2.97835)
H (-2.57922, -4.54802, -1.39985)
H (4.36048, -4.71302, -0.77155)
H (4.82488, -4.91962, 0.91805)
H (4.13748, -3.38612, 0.37015)
H (2.79768, -6.78992, -0.62015)
H (1.74788, -6.94052, 0.80125)
H (3.48988, -6.94662, 0.99005)
H (2.40568, -3.55772, 2.19215)
H (3.07268, -5.10852, 2.72625)
H (1.36158, -4.97622, 2.31195)
H (1.84218, 1.41008, -5.04825)
H (-0.14692, 2.58998, -5.56165)
H (-0.95502, 3.22128, -4.10725)
H (-1.59672, 1.80488, -4.89895)
H (4.39428, 1.57658, -2.49845)
H (4.06748, 1.89248, -4.20165)
H (5.48578, 0.95928, -3.73895)
H (4.00308, -0.76102, -1.51875)
H (5.20298, -1.32812, -2.67935)
H (3.61928, -2.09352, -2.60555)
H (3.45628, -0.04042, -5.74075)
H (3.08178, -1.62702, -5.06015)
H (4.75158, -1.07492, -5.16265)
H (2.94708, 3.93128, 0.52045)
H (3.23578, 2.82958, -0.83265)
H (4.50988, 3.94108, -0.29855)
H (3.89748, 3.54108, 2.74065)
H (5.48998, 3.66418, 2.00695)
H (5.11288, 2.26428, 3.00265)
H (5.09868, 0.96368, -0.48935)
H (5.80338, 0.78138, 1.11965)
H (6.18548, 2.20258, 0.15035)
N (-1.09862, 1.69158, 1.15605)
C (-0.79742, 2.65678, 1.75135)
C (-0.48622, 3.77898, 2.43865)
C (0.83788, 4.11708, 2.70355)
N (1.93758, 4.38038, 2.91205)
C (-1.53762, 4.57848, 2.88365)
N (-2.43392, 5.21228, 3.22805)
C (-5.07832, -2.19702, -0.61995)
O (-4.49702, -0.90982, -0.82795)
H (-5.21542, -2.70912, -1.57495)
H (-6.03362, -2.12072, -0.09795)
H (-4.38362, -2.76482, 0.00355)
H (-5.15962, -0.36312, -1.27955)
N (-7.74892, -2.95822, 5.56125)
C (-6.93592, -2.50562, 4.89185)
C (-5.93572, -1.94982, 4.05935)
C (-6.10732, -0.68852, 3.49135)
C (-5.13312, -0.17162, 2.65405)
C (-3.94072, -0.85832, 2.33425)
C (-3.80622, -2.12022, 2.95255)
C (-4.76712, -2.66082, 3.79045)
H (-7.00672, -0.12612, 3.70085)
H (-5.31352, 0.82118, 2.24425)
H (-2.89802, -2.70012, 2.79655)
H (-4.62172, -3.63532, 4.23505)
C (-4.50502, 4.49098, -2.12435)
N (-4.53912, 4.68618, -0.70735)
C (-4.74892, 6.00638, -0.13655)
C (-4.79562, 5.73508, 1.37525)
N (-4.76822, 4.28248, 1.43215)
C (-4.58422, 3.73328, 0.22725)
S (-4.55272, 2.08758, -0.09755)
H (-5.46952, 4.73838, -2.57375)
H (-4.27062, 3.44848, -2.33085)
H (-3.73752, 5.13048, -2.56095)
H (-5.68862, 6.42628, -0.51035)
H (-3.92792, 6.67058, -0.42265)
H (-5.71042, 6.10328, 1.84615)
H (-3.93872, 6.15258, 1.91435)
H (-4.63612, 3.79398, 2.30105)

no.,strongest force on any atom (hartree/bohr),DFT total energy (hartree)
1,0.014,-3244.7045
2,0.045,-4787.0106